(1)
Below is a cluster of 2 separate species, C2H3Cl3OSi in total at a distorted geometry, with properties calculated with ωB97M-V/def2-TZVPD.

Results
Largest force on an atom   1.917 eV Å⁻¹
Frontier orbital gap   10.979 eV
LUMO energy   0.322 eV
Energy relative to the best compared isomer or geometry (same formula, charge and spin)   4.532 eV

Geometry as XYZ:
```
10
Properties=species:S:1:pos:R:3:nbo_charge:R:1
C 0.10 -0.38 3.11 0.50
C 0.81 -0.46 -0.76 -0.49
O -0.87 0.13 2.81 -0.52
Si -0.69 0.71 -0.79 0.91
Cl 0.61 -1.84 -1.92 0.01
Cl 2.18 0.61 -1.18 0.00
Cl 1.00 -1.17 0.90 0.02
H -1.08 0.91 -2.14 -0.13
H -0.44 1.74 0.27 -0.12
H -1.60 -0.26 -0.32 -0.17
```


(2)
Below is an isolated molecule of C2H3ClF2 at a distorted geometry, with properties calculated with ωB97M-V/def2-TZVPD.

Results
Largest force on an atom   6.035 eV Å⁻¹
Structure (SMILES)   FC[C@H](F)Cl
Frontier orbital gap   12.127 eV
LUMO energy   0.957 eV
Energy relative to the best compared isomer or geometry (same formula, charge and spin)   1.940 eV

Geometry as XYZ:
```
8
Properties=species:S:1:pos:R:3:nbo_charge:R:1
F -0.80 -0.41 -1.39 -0.34
C 0.29 0.08 -0.75 -0.01
C -0.23 0.02 0.61 0.12
F 0.79 0.41 1.50 -0.36
Cl -1.04 -1.45 0.81 0.04
H 1.04 -0.67 -0.69 0.17
H 0.87 1.12 -0.97 0.20
H -0.92 0.90 0.87 0.18
```


(3)
Below is an isolated molecule of C2H3ClF2O at a distorted geometry, with properties calculated with ωB97M-V/def2-TZVPD.

Results
Largest force on an atom   3.167 eV Å⁻¹
Structure (SMILES)   COC(F)(F)Cl
Frontier orbital gap   12.198 eV
LUMO energy   0.882 eV
Energy relative to the best compared isomer or geometry (same formula, charge and spin)   0.378 eV

Geometry as XYZ:
```
9
Properties=species:S:1:pos:R:3:nbo_charge:R:1
C -0.27 -0.20 0.15 -0.30
O -1.52 0.31 0.65 -0.53
C -2.44 0.55 -0.32 0.86
F -2.46 -0.49 -1.18 -0.32
F -2.18 1.63 -1.09 -0.33
Cl -3.88 0.81 0.64 0.00
H 0.04 0.70 -0.44 0.19
H -0.25 -1.10 -0.50 0.21
H 0.42 -0.18 1.04 0.21
```


(4)
Below is a cluster of 2 separate species, C2H3ClFI in total at a distorted geometry, with properties calculated with ωB97M-V/def2-TZVPD.

Results
Largest force on an atom   4.521 eV Å⁻¹
Frontier orbital gap   8.484 eV
LUMO energy   -0.696 eV
Energy relative to the best compared isomer or geometry (same formula, charge and spin)   3.042 eV

Geometry as XYZ:
```
8
Properties=species:S:1:pos:R:3:nbo_charge:R:1
C -0.19 0.59 -0.55 -0.63
C 0.09 -0.68 0.14 0.28
F -1.04 -1.47 0.27 -0.35
Cl 1.48 -1.61 -0.34 0.02
I -0.92 2.04 0.86 0.16
H 0.82 0.77 -0.97 0.26
H -0.96 0.39 -1.24 0.24
H 0.72 -0.03 1.82 0.03
```


(5)
Below is a structure of composition C2H3ClFI at a distorted geometry, with properties calculated with ωB97M-V/def2-TZVPD.

Results
Largest force on an atom   3.614 eV Å⁻¹
Frontier orbital gap   9.563 eV
LUMO energy   0.401 eV
Energy relative to the best compared isomer or geometry (same formula, charge and spin)   0.666 eV

Geometry as XYZ:
```
8
Properties=species:S:1:pos:R:3:nbo_charge:R:1
C 0.16 -1.25 -0.31 -0.43
C -0.39 -0.19 -0.87 -0.23
F 0.34 1.78 1.70 -0.55
Cl 0.31 1.29 -1.16 0.08
I -2.48 -0.30 -1.20 0.14
H 1.18 -1.24 0.14 0.21
H 1.14 2.12 1.83 0.55
H -0.25 -2.20 -0.13 0.22
```


(6)
Below is an isolated molecule of C2H3ClFN at a distorted geometry, with properties calculated with ωB97M-V/def2-TZVPD.

Results
Largest force on an atom   2.885 eV Å⁻¹
Structure (SMILES)   C=N[C@@H](F)Cl
Frontier orbital gap   11.313 eV
LUMO energy   0.455 eV
Energy relative to the best compared isomer or geometry (same formula, charge and spin)   0.069 eV

Geometry as XYZ:
```
8
Properties=species:S:1:pos:R:3:nbo_charge:R:1
C 1.20 -0.44 -0.50 0.01
N 0.26 -0.60 0.32 -0.45
C -0.80 0.23 0.51 0.30
F -0.70 1.61 -0.11 -0.41
Cl -2.28 -0.49 -0.11 0.00
H 1.96 -1.21 -0.52 0.18
H 1.31 0.42 -1.16 0.18
H -0.94 0.48 1.57 0.20
```


(7)
Below is a cluster of 2 separate species, C2H3ClFN in total at a distorted geometry, with properties calculated with ωB97M-V/def2-TZVPD.

Results
Largest force on an atom   5.681 eV Å⁻¹
Frontier orbital gap (alpha / beta)   8.182 / 8.257 eV
LUMO energy (alpha / beta)   0.371 / 0.690 eV
Energy relative to the best compared isomer or geometry (same formula, charge and spin)   3.719 eV

Geometry as XYZ:
```
8
Properties=species:S:1:pos:R:3:nbo_charge:R:1
C 0.38 -0.67 -0.72 0.20
C -0.73 0.95 0.75 0.02
N 1.15 -1.34 -0.03 -0.70
F -0.91 1.97 -0.11 -0.36
Cl -0.19 -0.53 -2.25 0.07
H 0.00 1.29 1.55 0.18
H -1.60 0.32 0.74 0.17
H 1.90 -1.97 0.07 0.41
```


(8)
Below is a cluster of 2 separate species, C2H3ClFNO2 in total at a distorted geometry, with properties calculated with ωB97M-V/def2-TZVPD.

Results
Largest force on an atom   4.637 eV Å⁻¹
Frontier orbital gap (alpha / beta)   9.750 / 6.910 eV
LUMO energy (alpha / beta)   -0.101 / -1.341 eV
Energy relative to the best compared isomer or geometry (same formula, charge and spin)   3.931 eV

Geometry as XYZ:
```
10
Properties=species:S:1:pos:R:3:nbo_charge:R:1
C 1.24 -0.09 -0.01 -0.72
C 0.05 -0.92 -0.28 0.39
N -1.55 1.00 0.33 0.50
O -2.69 0.96 0.03 -0.30
O -0.79 1.90 0.43 -0.34
F -0.45 -0.87 -1.51 -0.32
Cl -0.42 -2.31 0.61 0.05
H 1.06 0.96 0.04 0.27
H 1.55 -0.43 1.03 0.24
H 2.01 -0.20 -0.66 0.23
```


(9)
Below is a structure of composition C2H3ClFNO3S at a distorted geometry, with properties calculated with ωB97M-V/def2-TZVPD.

Results
Largest force on an atom   6.913 eV Å⁻¹
Frontier orbital gap (alpha / beta)   8.547 / 8.548 eV
LUMO energy (alpha / beta)   -0.987 / -0.987 eV
Energy relative to the best compared isomer or geometry (same formula, charge and spin)   3.630 eV

Geometry as XYZ:
```
12
Properties=species:S:1:pos:R:3:nbo_charge:R:1
C 0.13 -0.96 0.09 0.55
C 2.20 0.01 -0.01 -0.24
N -0.42 0.87 0.28 -0.87
O -2.69 0.02 1.09 -0.93
O -2.26 0.05 -1.26 -0.95
O 1.33 -1.13 -0.06 -0.42
F -2.34 2.19 -0.08 -0.49
S -1.97 0.62 0.01 2.44
Cl -0.93 -2.19 0.01 0.24
H 1.75 0.60 -0.69 0.22
H 3.10 -0.49 -0.36 0.21
H 2.10 0.43 0.99 0.23
```


(10)
Below is a cluster of 2 separate species, C2H3ClFNOS in total at a distorted geometry, with properties calculated with ωB97M-V/def2-TZVPD.

Results
Multiplicity   3
Largest force on an atom   4.175 eV Å⁻¹
Frontier orbital gap (alpha / beta)   7.324 / 7.777 eV
LUMO energy (alpha / beta)   -0.606 / -2.706 eV
Energy relative to the best compared isomer or geometry (same formula, charge and spin)   0.000 eV

Geometry as XYZ:
```
10
Properties=species:S:1:pos:R:3:mulliken_spin:R:1
C -0.57 1.73 0.22 0.70
C 1.09 -0.69 -0.11 0.03
N -0.05 -0.17 -0.83 0.44
O 0.22 2.28 0.87 0.17
F -1.71 2.20 -0.22 0.08
S -1.34 -1.07 -1.00 0.49
Cl -1.97 -1.96 0.88 0.07
H 1.41 -1.82 -0.32 0.02
H 1.86 0.02 -0.46 0.00
H 1.05 -0.52 0.95 0.01
```


(11)
Below is the ion C2H3ClN with charge +1 at a distorted geometry, with properties calculated with ωB97M-V/def2-TZVPD.

Results
Largest force on an atom   6.419 eV Å⁻¹
Net charge   +1
Structure (SMILES)   CC#[N+]Cl
Frontier orbital gap   11.808 eV
LUMO energy   -5.367 eV
Energy relative to the best compared isomer or geometry (same formula, charge and spin)   0.565 eV

Geometry as XYZ:
```
7
Properties=species:S:1:pos:R:3:nbo_charge:R:1
C 0.83 0.53 -0.12 -0.81
C -0.28 -0.37 -0.02 0.66
N -1.31 -0.95 0.18 -0.32
Cl -2.75 -1.76 0.34 0.46
H 0.76 1.30 -1.04 0.34
H 1.83 0.06 -0.17 0.33
H 0.94 1.20 0.83 0.34
```


(12)
Below is a structure of composition C2H3ClN2 at a distorted geometry, with properties calculated with ωB97M-V/def2-TZVPD.

Results
Largest force on an atom   5.430 eV Å⁻¹
Frontier orbital gap   10.949 eV
LUMO energy   0.051 eV
Energy relative to the best compared isomer or geometry (same formula, charge and spin)   2.432 eV

Geometry as XYZ:
```
8
Properties=species:S:1:pos:R:3:nbo_charge:R:1
C -0.29 -0.07 1.68 0.16
C 0.26 0.45 -0.19 0.07
N -0.60 -0.32 2.75 -0.42
N -0.52 -0.34 -0.99 -0.82
Cl 2.02 0.13 -0.14 -0.01
H 0.06 1.51 -0.24 0.23
H -0.63 -0.04 -1.94 0.40
H -0.30 -1.33 -0.93 0.40
```


(13)
Below is an isolated molecule of C2H3ClN2 at a distorted geometry, with properties calculated with ωB97M-V/def2-TZVPD.

Results
Multiplicity   3
Largest force on an atom   4.118 eV Å⁻¹
Frontier orbital gap (alpha / beta)   8.278 / 8.659 eV
LUMO energy (alpha / beta)   0.997 / -2.583 eV
Energy relative to the best compared isomer or geometry (same formula, charge and spin)   1.027 eV

Geometry as XYZ:
```
8
Properties=species:S:1:pos:R:3:mulliken_spin:R:1
C -0.46 -0.25 0.54 0.45
C 0.65 0.49 -0.28 0.00
N -1.75 -0.01 -0.23 0.72
N -1.27 -1.14 -0.20 0.74
Cl 2.11 -0.45 -0.17 0.05
H -0.28 -0.54 1.55 0.02
H 0.79 1.49 0.02 0.01
H 0.22 0.40 -1.24 0.01
```


(14)
Below is an isolated molecule of C2H3ClN2O at a distorted geometry, with properties calculated with ωB97M-V/def2-TZVPD.

Results
Largest force on an atom   4.588 eV Å⁻¹
Structure (SMILES)   O=C1CN(Cl)N1
Frontier orbital gap   9.925 eV
LUMO energy   0.197 eV
Energy relative to the best compared isomer or geometry (same formula, charge and spin)   2.848 eV

Geometry as XYZ:
```
9
Properties=species:S:1:pos:R:3:nbo_charge:R:1
O 2.19 -0.72 -0.23 -0.57
C 1.02 -0.39 -0.10 0.66
C 0.11 0.93 -0.21 -0.34
N -0.84 0.19 0.58 -0.19
Cl -2.47 -0.13 -0.13 0.03
N -0.06 -1.01 0.41 -0.45
H 0.60 1.92 0.08 0.24
H -0.29 1.06 -1.17 0.22
H -0.26 -1.85 0.77 0.40
```


(15)
Below is a cluster of 2 separate species, C2H3ClN2O3 in total at a distorted geometry, with properties calculated with ωB97M-V/def2-TZVPD.

Results
Largest force on an atom   3.825 eV Å⁻¹
Structure (SMILES)   [O-]/[N+](O)=C\Cl.N=C=O
Frontier orbital gap   10.002 eV
LUMO energy   0.219 eV
Energy relative to the best compared isomer or geometry (same formula, charge and spin)   1.783 eV

Geometry as XYZ:
```
11
Properties=species:S:1:pos:R:3:nbo_charge:R:1
O 1.30 -0.73 -0.40 -0.49
N 0.30 -0.02 -0.67 0.32
O 0.31 1.37 -0.55 -0.57
C -0.87 -0.41 -0.95 -0.04
Cl -1.11 -2.15 -1.30 0.02
H 1.14 1.88 -0.78 0.51
H -1.73 0.24 -1.18 0.26
N -0.23 -1.52 1.80 -0.76
C -1.33 -1.22 1.41 0.83
O -2.47 -1.03 1.34 -0.54
H 0.67 -1.81 1.52 0.45
```


(16)
Below is an isolated molecule of C2H3ClN2O4S at a distorted geometry, with properties calculated with ωB97M-V/def2-TZVPD.

Results
Largest force on an atom   3.754 eV Å⁻¹
Structure (SMILES)   CSC(Cl)([N+](=O)[O-])[N+](=O)[O-]
Frontier orbital gap   8.327 eV
LUMO energy   -1.492 eV
Energy relative to the best compared isomer or geometry (same formula, charge and spin)   0.468 eV

Geometry as XYZ:
```
13
Properties=species:S:1:pos:R:3:nbo_charge:R:1
C -0.01 -0.07 0.40 -0.82
S -0.34 -1.60 -0.42 0.27
C -0.58 -0.93 -2.51 0.01
Cl -1.39 0.52 -2.83 0.13
N 0.88 -0.67 -2.94 0.50
O 1.05 -0.70 -4.12 -0.34
O 1.70 -0.52 -2.10 -0.32
N -1.12 -2.19 -3.09 0.48
O -2.27 -2.25 -3.42 -0.32
O -0.33 -3.09 -3.01 -0.33
H 0.79 -0.18 1.16 0.25
H -0.87 0.39 0.91 0.23
H 0.52 0.58 -0.38 0.26
```


(17)
Below is an isolated molecule of C2H3ClO2 at a distorted geometry, with properties calculated with ωB97M-V/def2-TZVPD.

Results
Largest force on an atom   3.453 eV Å⁻¹
Structure (SMILES)   O[C@@]1(Cl)CO1
Frontier orbital gap   10.940 eV
LUMO energy   0.714 eV
Energy relative to the best compared isomer or geometry (same formula, charge and spin)   1.876 eV

Geometry as XYZ:
```
8
Properties=species:S:1:pos:R:3:nbo_charge:R:1
O 0.09 -1.46 -0.04 -0.68
C 0.39 -0.14 0.15 0.46
Cl 2.02 0.44 -0.21 -0.05
C -0.79 0.78 -0.25 -0.16
O -0.28 0.57 1.06 -0.47
H 0.64 -2.04 0.43 0.48
H -0.38 1.71 -0.70 0.21
H -1.69 0.15 -0.46 0.22
```


(18)
Below is a cluster of 2 separate species, C2H3ClO2S in total at a distorted geometry, with properties calculated with ωB97M-V/def2-TZVPD.

Results
Largest force on an atom   2.632 eV Å⁻¹
Frontier orbital gap   7.843 eV
LUMO energy   -1.206 eV
Energy relative to the best compared isomer or geometry (same formula, charge and spin)   3.246 eV

Geometry as XYZ:
```
9
Properties=species:S:1:pos:R:3:nbo_charge:R:1
C -0.39 -1.56 0.46 -0.64
C 0.95 2.32 0.38 0.29
O -0.52 -0.19 -1.48 -0.96
O 1.17 1.52 -0.56 -0.67
S -0.87 -1.57 -1.08 1.19
Cl -0.51 1.74 1.24 -0.20
H -0.47 -2.38 1.14 0.23
H 0.11 -0.70 0.82 0.24
H 0.54 0.82 -0.91 0.52
```


(19)
Below is an isolated molecule of C2H3ClO2S at a distorted geometry, with properties calculated with ωB97M-V/def2-TZVPD.

Results
Largest force on an atom   3.709 eV Å⁻¹
Structure (SMILES)   C=CS(=O)(=O)Cl
Frontier orbital gap   8.963 eV
LUMO energy   -1.862 eV
Energy relative to the best compared isomer or geometry (same formula, charge and spin)   2.184 eV

Geometry as XYZ:
```
9
Properties=species:S:1:pos:R:3:nbo_charge:R:1
C 1.31 -0.44 -0.38 -0.27
C 0.49 -0.12 0.57 -0.43
S -1.05 0.60 0.03 2.12
O -0.97 1.18 -1.26 -0.85
O -1.56 1.43 1.05 -0.84
Cl -2.12 -1.67 -0.06 -0.43
H 2.35 -0.53 -0.12 0.22
H 1.09 -0.41 -1.39 0.23
H 0.47 -0.04 1.57 0.24
```


(20)
Below is an isolated molecule of C2H3ClO2S at a distorted geometry, with properties calculated with ωB97M-V/def2-TZVPD.

Results
Multiplicity   3
Largest force on an atom   5.372 eV Å⁻¹
Frontier orbital gap (alpha / beta)   7.909 / 6.392 eV
LUMO energy (alpha / beta)   0.813 / -3.792 eV
Energy relative to the best compared isomer or geometry (same formula, charge and spin)   3.654 eV

Geometry as XYZ:
```
9
Properties=species:S:1:pos:R:3:mulliken_spin:R:1
C -1.37 0.12 -0.45 0.04
C -0.74 -0.68 0.37 -0.02
O 1.06 1.32 -0.46 0.44
O 2.76 0.38 1.05 0.44
S 2.19 0.44 -0.26 0.99
Cl 0.61 -1.60 -0.25 0.12
H -2.27 0.72 -0.03 0.00
H -1.24 0.18 -1.44 0.00
H -0.98 -0.88 1.47 0.00
```